No. 1
Below is C2H13BeO5 as an isolated structure, with properties calculated with wB97M-V/def2-TZVPD.

Energy above the lowest of the compared OMol25 structures with the same formula, charge and spin ... 0.0 kJ/mol
Multiplicity ... 1
Charge ... +1

Geometry as XYZ:
```
21
Properties=species:S:1:pos:R:3:forces:R:3
Be 7.649000 -11.594000 23.632000 0.4 -1.2 0.3
C 9.486000 -13.873000 23.324000 0.7 -1.8 1.0
C 7.966000 -14.088000 23.517000 1.3 -1.9 -2.5
O 7.202000 -12.995000 23.236000 -0.9 3.6 1.1
H 10.161000 -14.785000 23.253000 -1.3 0.6 0.6
H 9.894000 -13.265000 24.083000 0.6 0.6 1.4
H 9.823000 -13.397000 22.455000 -0.5 0.9 -2.0
H 7.731000 -14.609000 24.459000 0.1 0.2 -0.2
H 7.705000 -14.692000 22.634000 0.1 -1.1 0.8
O 8.387000 -11.508000 25.222000 -1.5 -0.7 -0.2
H 8.948000 -10.851000 25.596000 0.8 0.8 0.4
H 7.566000 -11.570000 25.776000 0.5 -0.4 -0.2
O 5.887000 -12.305000 25.690000 -0.3 -1.6 -1.1
H 5.545000 -13.054000 25.103000 0.9 1.4 1.1
H 5.125000 -11.837000 26.007000 -0.7 0.1 0.4
O 8.765000 -10.872000 22.631000 0.1 1.5 -0.7
H 8.594000 -10.006000 22.203000 0.1 -0.7 0.3
H 9.685000 -11.105000 22.457000 -0.1 -0.3 0.1
O 6.480000 -10.381000 23.815000 0.4 -0.5 -0.6
H 6.378000 -9.468000 23.992000 0.7 1.7 0.4
H 5.591000 -10.630000 23.649000 -1.4 -1.2 -0.4
```
Positions in Å, forces in eV/Å.

natural (NBO) atomic charge list, values in e, 8 entries:
1 Be 1.70
2 C -0.66
3 C -0.07
4 O -1.10
5 H 0.24
6 H 0.19
7 H 0.19
8 H 0.16

=====

No. 2
Below is C20H30N3RhS3 as an isolated structure, with properties calculated with wB97M-V/def2-TZVPD.

Energy above the lowest of the compared OMol25 structures with the same formula, charge and spin ... 179.5 kJ/mol
Multiplicity ... 1
Charge ... +2

Geometry as XYZ:
```
57
Properties=species:S:1:pos:R:3:forces:R:3
Rh 0.996022 -0.620534 0.082837 0.7 -0.6 2.0
C 0.081032 4.217245 -0.831468 0.0 -0.1 0.1
C 0.951989 2.998955 -0.500842 0.0 0.1 0.0
S -0.033891 1.557651 -0.029752 0.0 -0.1 -0.7
C -0.713264 1.991903 1.604134 0.1 -0.1 0.1
C -2.067695 2.715509 1.537571 0.1 0.1 -0.1
S -3.219397 2.012689 0.331464 0.0 0.0 0.0
C -3.762437 3.458606 -0.624077 0.0 0.0 0.0
C -2.727431 4.488567 -1.065139 0.0 0.1 0.0
S -1.283036 3.874273 -1.982622 0.0 0.0 0.0
H 0.740383 4.965960 -1.271003 0.0 0.0 0.0
H -0.314623 4.654195 0.084036 0.0 0.0 0.0
H 1.660789 3.259087 0.286605 0.0 0.0 0.0
H 1.507130 2.682191 -1.383161 -0.1 0.0 0.0
H 0.024434 2.605181 2.123622 0.0 0.0 0.0
H -0.800213 1.052211 2.147349 -0.1 0.0 0.0
H -1.919403 3.768792 1.312262 0.0 0.0 0.0
H -2.493279 2.667641 2.540078 0.0 0.0 0.0
H -4.544877 3.980010 -0.071500 0.0 0.0 0.0
H -4.237740 3.012212 -1.498250 0.0 0.0 0.0
H -2.371472 5.089061 -0.228954 0.0 0.0 0.0
H -3.237961 5.191729 -1.724061 0.0 0.0 0.0
C 3.553989 0.378746 -1.268612 -0.1 -0.1 0.0
N 3.101069 -0.183967 0.027441 -0.2 0.3 -0.4
C 3.479098 0.758518 1.104305 0.0 -0.1 0.0
C 3.761324 -1.502701 0.231680 -0.1 -0.1 -0.1
C 2.785404 -2.569209 -0.181115 -0.2 0.5 0.2
C 2.992847 -3.934815 0.029366 -0.1 -0.2 -0.1
C 2.120138 -4.849021 -0.524478 0.0 0.0 0.0
C 1.014060 -4.443085 -1.296531 0.1 -0.1 0.1
C 0.756102 -3.109285 -1.485493 0.1 0.3 0.1
C 1.590600 -2.199726 -0.815944 -0.2 0.3 -0.5
H 4.639211 0.503519 -1.260819 0.0 0.0 0.0
H 3.089144 1.347891 -1.419545 0.0 0.0 -0.1
H 3.270255 -0.292693 -2.078811 0.0 0.1 0.0
H 4.557175 0.937230 1.085094 0.0 0.0 0.0
H 3.200658 0.343701 2.071621 0.0 0.0 0.0
H 2.957221 1.699410 0.951785 0.0 0.0 0.0
H 4.063231 -1.613283 1.272842 -0.1 0.0 0.0
H 4.671119 -1.560153 -0.372588 0.0 -0.1 0.0
H 3.868600 -4.272599 0.569057 0.0 0.0 0.0
H 2.311707 -5.906588 -0.397757 0.0 0.0 0.0
H 0.363115 -5.188127 -1.733717 0.0 0.0 0.0
H -0.089004 -2.773216 -2.070974 0.0 0.0 0.0
N -4.320965 -3.566969 0.443582 0.0 0.0 0.0
C -3.225382 -2.802512 0.474365 -0.1 -0.1 -0.1
C -2.336695 -2.852386 1.574784 0.0 0.0 0.1
C -1.207240 -2.088390 1.589000 0.2 0.1 0.0
N -0.908298 -1.213128 0.599789 -0.2 -0.1 -0.5
C -1.788741 -1.133583 -0.418360 0.0 0.1 -0.8
C -2.895510 -1.919347 -0.577649 0.1 0.0 0.6
H -4.553570 -4.181319 1.204875 0.0 0.0 0.0
H -4.965560 -3.526761 -0.327109 0.0 0.0 0.0
H -2.540635 -3.510876 2.408421 0.0 0.0 0.0
H -0.502739 -2.152414 2.408443 0.0 0.0 0.0
H -1.540215 -0.417995 -1.192056 -0.1 0.0 0.0
H -3.506553 -1.828012 -1.463995 -0.1 0.1 0.0
```
Positions in Å, forces in eV/Å.

natural (NBO) atomic charge list, values in e, 8 entries:
1 Rh 0.66
2 C -0.55
3 C -0.54
4 S 0.37
5 C -0.53
6 C -0.56
7 S 0.20
8 C -0.53

=====

No. 3
Below is C5H11F5LiOSi2 as an isolated structure, with properties calculated with wB97M-V/def2-TZVPD.

Multiplicity ... 1
Charge ... +1

Geometry as XYZ:
```
25
Properties=species:S:1:pos:R:3:forces:R:3
F 2.944614 -1.675484 0.943292 0.0 0.1 -0.2
C 3.361917 -0.654962 0.185730 0.1 -0.1 -0.2
F 4.591221 -0.317181 0.552546 -0.1 -0.1 0.1
F 3.407145 -1.081254 -1.091578 0.1 0.0 0.2
C 2.384229 0.550731 0.300795 -0.2 0.0 0.2
F 3.102749 1.687172 0.238487 0.2 0.2 -0.1
F 1.854683 0.500814 1.557836 0.0 0.0 0.1
C 1.290421 0.574118 -0.742531 0.0 -0.2 0.1
C 0.299662 1.727613 -0.581472 -0.1 0.0 -0.2
C -0.587804 1.744572 0.675171 0.2 0.1 0.1
Si -1.443221 0.181080 1.149400 0.0 0.1 0.1
O -2.503279 -0.250372 -0.100584 0.0 0.0 0.1
Si -2.891685 -1.732771 -0.559850 -0.1 -0.1 -0.2
H 1.787772 0.654862 -1.711734 -0.1 0.0 0.1
H 0.791302 -0.402976 -0.724222 0.0 0.1 0.0
H 0.845148 2.672631 -0.647098 0.0 -0.1 0.0
H -0.349533 1.688704 -1.463080 0.1 0.1 0.1
H -0.015142 2.055429 1.558067 -0.1 0.0 -0.1
H -1.365127 2.507005 0.540949 0.1 -0.1 0.0
H -2.257751 0.340217 2.367948 0.0 0.0 0.0
H -0.563310 -1.003663 1.306025 0.0 0.1 0.0
H -3.076540 -2.715718 0.531161 0.0 0.0 0.0
H -2.055516 -2.293229 -1.633350 0.0 0.0 0.0
H -4.290496 -1.646009 -1.184041 0.1 -0.1 0.0
Li -5.261458 -3.111332 -1.467866 -0.1 0.0 0.0
```
Positions in Å, forces in eV/Å.

natural (NBO) atomic charge list, values in e, 8 entries:
1 F -0.31
2 C 0.92
3 F -0.29
4 F -0.32
5 C 0.61
6 F -0.31
7 F -0.33
8 C -0.47

=====

No. 4
Below is a 4-piece molecular cluster, C18H48N4O5 overall, with properties calculated with wB97M-V/def2-TZVPD.

Energy above the lowest of the compared OMol25 structures with the same formula, charge and spin ... 703.8 kJ/mol
Structure (SMILES) ... COC[C@H](C)N.COC[C@H](C)N.COC[C@H](C)N.COCCNCCOC
Multiplicity ... 1

Geometry as XYZ:
```
75
Properties=species:S:1:pos:R:3:forces:R:3
C 3.902430 7.808830 0.216230 -0.2 1.1 -2.4
O 3.404550 7.362850 -1.097790 0.3 -0.3 0.8
C 2.253090 8.005320 -1.613010 -0.5 0.1 -0.9
C 1.947630 7.518800 -3.099050 -0.5 -0.5 1.7
N 1.234300 6.193330 -3.048940 3.6 0.9 0.1
C 1.005800 5.709580 -4.373250 0.3 -0.5 -1.9
C 0.544020 4.214680 -4.421810 1.8 0.1 -3.3
O 0.882910 3.628050 -5.712270 -1.8 1.4 1.5
C 2.200070 3.374560 -5.973780 0.8 -0.2 -1.0
H 3.289580 7.633280 1.100360 -0.3 -0.3 -0.3
H 3.986130 8.885580 0.068840 0.3 0.2 0.5
H 4.900190 7.374270 0.277320 -0.2 0.0 0.3
H 2.270790 9.095030 -1.630620 1.0 0.4 -0.2
H 1.424150 7.884940 -0.915530 -0.5 -0.8 -0.3
H 2.816020 7.481580 -3.756780 0.8 -0.4 0.5
H 1.384210 8.254090 -3.673510 -0.9 0.0 0.6
H 1.916880 5.557910 -2.661090 0.2 0.1 0.4
H 1.917520 5.909170 -4.936290 0.6 -1.1 -0.4
H 0.368290 6.384910 -4.943870 -0.8 -0.2 0.4
H -0.533750 4.054700 -4.391760 1.4 0.1 -1.3
H 1.074670 3.636710 -3.665210 -0.2 0.2 -0.1
H 2.896520 3.442710 -5.138070 -0.2 -0.8 0.6
H 2.658960 4.090380 -6.655780 -0.2 0.2 -0.5
H 2.057330 2.417150 -6.474890 1.5 -0.3 0.1
C -1.771470 4.581080 -2.921320 -1.1 -1.5 0.7
C -1.778060 5.813910 -2.046030 -0.7 -0.6 1.3
C -1.092390 5.648370 -0.597550 0.6 -0.1 -2.0
O -0.949030 6.906810 0.027810 -0.2 0.0 0.0
C -0.257330 6.877370 1.274310 -0.4 1.8 -0.6
N -1.134400 6.732500 -2.903890 -1.5 2.4 0.0
H -2.247910 4.705490 -3.893750 -0.3 0.8 0.1
H -2.303770 3.719740 -2.517790 0.1 -0.2 0.5
H -0.777660 4.251060 -3.223860 -1.7 0.7 2.3
H -2.810790 6.093840 -1.838130 -0.2 0.2 -0.1
H -0.121780 5.200940 -0.811600 -0.1 0.9 0.2
H -1.530420 4.903440 0.066770 -1.2 0.3 -0.3
H -0.417350 7.856250 1.726280 -0.6 0.0 0.2
H 0.824640 6.840350 1.147530 -0.5 -0.3 0.1
H -0.667970 6.106110 1.925940 -0.1 0.6 -0.4
H -0.185570 6.411580 -3.033590 -0.9 0.2 0.7
H -0.996080 7.616320 -2.435040 -0.2 0.4 0.2
C 0.764160 3.401060 -1.485960 -0.4 0.2 0.3
C 0.861030 2.936160 -0.028540 -0.3 -0.4 -0.8
C 0.632020 3.996520 1.057120 1.8 -1.6 -2.4
O 1.499360 5.104450 0.787440 0.1 -1.7 -0.3
C 2.872930 4.858640 1.025770 0.4 0.3 0.9
N -0.127570 1.856760 0.081300 -0.1 0.4 -0.1
H 0.866540 2.541850 -2.148840 0.5 -0.2 0.1
H 1.446090 4.211500 -1.743350 0.3 -0.6 0.3
H -0.206120 3.804450 -1.775700 0.4 -0.7 0.8
H 1.836780 2.451080 -0.002100 0.5 0.5 0.7
H 0.817190 3.595040 2.053420 1.5 -0.2 -1.9
H -0.428260 4.245040 1.010800 0.7 0.2 0.2
H 2.983480 4.663860 2.092520 0.4 0.9 0.2
H 3.358360 5.752440 0.633870 0.1 -0.5 0.6
H 3.446020 4.003030 0.668560 -0.9 -0.5 -1.3
H 0.308090 1.127610 -0.465190 -0.6 -0.7 0.3
H -0.259020 1.566960 1.039850 0.1 -0.4 0.1
C 1.883420 4.890090 4.374960 -1.0 -0.2 0.3
C 0.351480 4.931330 4.551000 0.1 -1.1 0.5
C -0.244410 6.360780 4.777490 0.8 -0.5 0.3
O 0.400130 7.214640 5.757550 0.7 -1.1 0.1
C 0.540090 6.656130 7.093410 -2.1 0.2 -0.4
N -0.287150 4.334980 3.388380 -1.9 1.5 0.8
H 2.099760 4.121780 3.632670 0.1 0.2 0.0
H 2.303370 4.479560 5.293220 0.6 0.9 0.1
H 2.186040 5.874810 4.018770 0.7 -0.2 0.3
H 0.104510 4.257810 5.371660 -0.1 0.2 0.4
H -1.317240 6.320710 4.965980 -0.1 -0.2 0.1
H -0.099850 6.807030 3.793590 0.0 0.7 0.3
H 1.058060 7.297530 7.806450 0.9 0.0 -0.9
H 0.805730 5.599520 7.126730 0.6 0.2 -0.2
H -0.443110 6.693650 7.562470 -0.6 -0.3 -0.1
H -0.194780 4.988290 2.623690 -0.1 -0.3 0.7
H 0.065480 3.480890 2.980590 -0.6 0.0 2.3
```
Positions in Å, forces in eV/Å.

Löwdin atomic charge list, values in e, 8 entries:
1 C -0.07
2 O -0.21
3 C -0.18
4 C -0.11
5 N -0.11
6 C -0.18
7 C -0.15
8 O -0.18

=====

No. 5
Below is a 2-piece molecular cluster, C4H10OS overall, with properties calculated with wB97M-V/def2-TZVPD.

Energy above the lowest of the compared OMol25 structures with the same formula, charge and spin ... 134.1 kJ/mol
Structure (SMILES) ... C=CO.CCS
Multiplicity ... 1

Geometry as XYZ:
```
16
Properties=species:S:1:pos:R:3:forces:R:3
C 1.384922 2.747972 -3.440471 1.2 -0.6 0.2
C 1.605338 4.112548 -2.794775 -2.0 -0.2 -0.3
S 1.527491 4.094089 -0.980915 0.8 0.2 0.5
H 0.711083 2.142517 -2.836272 -0.2 0.1 0.0
H 2.324878 2.188028 -3.472667 -0.1 0.0 0.0
H 0.999972 2.775254 -4.458303 0.0 0.3 0.0
H 2.455063 4.703038 -3.114821 0.5 -0.4 0.2
H 0.757905 4.696594 -3.126358 -0.2 0.5 0.0
H 0.407241 3.402135 -0.701028 0.0 0.1 -0.6
C -1.616389 -4.247248 2.442608 -0.7 -0.2 -0.2
C -1.793137 -5.511984 2.793544 0.6 0.4 -0.5
O -2.762255 -6.024840 3.585692 -0.3 -0.6 0.2
H -0.777574 -3.999751 1.810417 -0.1 0.1 0.0
H -2.396998 -3.521948 2.645666 0.3 0.3 0.2
H -1.092976 -6.249149 2.424231 0.1 -0.3 0.4
H -3.647210 -5.738110 3.348874 0.0 0.4 0.0
```
Positions in Å, forces in eV/Å.

natural (NBO) atomic charge list, values in e, 8 entries:
1 C -0.62
2 C -0.52
3 S -0.06
4 H 0.21
5 H 0.21
6 H 0.21
7 H 0.23
8 H 0.20

=====

Computed values of Kohn-Sham gap (unit: eV) for the preceding records, in sequence: 8.8089, 5.3886, 8.7182, 8.2853, 9.9743.
Computed values of largest force on an atom (unit: hartree/bohr) for the preceding records, in sequence: 0.07441, 0.04277, 0.00616, 0.07303, 0.04031.
Computed values of E_tot (unit: eV) for the preceding records, in sequence: -12920.4807, -61195.6174, -36954.7016, -35631.1920, -17191.4352.